<P>
Below is C5H10NO2 as an isolated structure, with properties calculated with the ωB97M-V functional and the def2-TZVPD basis.

Element x y z (Å)
1 O -2.8192 -0.7482 0.4445
2 O -2.2565 1.4279 0.1436
3 N 2.7138 -0.7374 0.0879
4 C -0.9299 -0.1902 -0.9245
5 C 0.2746 -0.1266 0.0336
6 C -2.1188 0.2468 -0.0698
7 C 1.6406 -0.4047 -0.7507
8 C 3.1266 0.4615 0.7451
9 H 1.2764 -1.2323 -1.4053
10 H 4.1757 0.4956 1.1009
11 H 2.5275 0.6129 1.7054
12 H -0.8574 0.3006 -1.8938
13 H 3.0067 1.4342 0.2381
14 H -2.0815 -0.4305 1.1194
15 H 0.3262 0.8738 0.4798
16 H 0.1651 -0.9240 0.7759
17 H -1.0834 -1.2604 -1.1461
18 H 1.6499 0.3781 -1.5579

Calculated values
Total charge: -1
M: 116.140 g mol⁻¹
Lowest unoccupied orbital energy: 3.378 eV

<Q>
Below is an isolated ion of composition C5H10NO2 and charge -1, with properties calculated with the ωB97M-V functional and the def2-TZVPD basis.

Element x y z (Å)
1 O -0.7235 -2.0844 0.5105
2 O -0.9916 -2.4113 -1.8301
3 N -0.9113 -0.4125 -1.1218
4 C -0.9696 -1.8921 -0.7100
5 C 0.8783 0.4081 0.5165
6 C -0.5447 0.3770 -0.0620
7 C 1.4527 -0.8780 1.1651
8 C -0.9651 1.8878 -0.4576
9 H -1.9446 1.9398 -0.5083
10 H -0.7187 -0.1403 -2.1342
11 H 1.0008 1.2749 1.1498
12 H -1.3133 0.1734 0.8387
13 H -0.4038 2.0133 -1.4163
14 H 1.6478 0.6387 -0.2682
15 H 2.5187 -0.7372 0.9904
16 H 1.3414 -0.9400 2.2575
17 H -0.4967 2.5065 0.2843
18 H 1.1432 -1.7237 0.7958

Calculated values
Total charge: -1
M: 116.140 g mol⁻¹
Lowest unoccupied orbital energy: 4.101 eV

Least stable of them? <P>.

<P>
Below is the molecule C3H4O3, with properties calculated with the ωB97M-V functional and the def2-TZVPD basis.

Element x y z (Å)
1 O -1.5636 -1.2645 -0.1034
2 O -0.1822 1.8024 0.1700
3 O 2.0447 -0.1075 -0.2848
4 C -0.5656 -0.5253 0.0375
5 C -0.9564 0.9581 -0.1343
6 C 0.8926 -0.8482 0.2496
7 H 1.6809 0.7384 -0.1383
8 H 0.5967 -0.6339 1.3377
9 H -2.0141 0.9101 -0.4729
10 H 1.1215 -1.9648 0.1021

Calculated values
M: 88.062 g mol⁻¹
Lowest unoccupied orbital energy: -0.754 eV

<Q>
Below is the molecule C3H4O3, with properties calculated with the ωB97M-V functional and the def2-TZVPD basis.

Element x y z (Å)
1 O 1.2540 0.4601 1.5522
2 O -0.2726 1.5453 -0.5302
3 O -1.2066 -1.8289 -0.4777
4 C -1.0415 -0.7002 -0.0976
5 C 1.2138 -0.1092 0.4887
6 C 0.1176 0.2027 -0.5264
7 H -0.4964 1.8041 0.3731
8 H -1.7015 -0.2192 0.6591
9 H 1.9140 -0.9275 0.2320
10 H 0.4347 -0.0646 -1.5373

Calculated values
M: 88.062 g mol⁻¹
Lowest unoccupied orbital energy: 0.040 eV

<R>
Below is a 2-piece molecular cluster, C3H4O3 overall, with properties calculated with the ωB97M-V functional and the def2-TZVPD basis.

Element x y z (Å)
1 O -2.6185 0.2560 -0.8575
2 O -0.0490 -1.8928 -0.4717
3 O -1.2633 0.2043 1.0803
4 C 1.0006 0.6697 0.0875
5 C -1.6664 0.1746 -0.1684
6 C -0.2690 -0.0392 0.0692
7 H 0.9147 1.6413 -0.2688
8 H 0.8986 -1.7696 -0.2460
9 H 1.3905 0.7635 1.1444
10 H 1.6619 -0.0077 -0.3691

Calculated values
M: 88.062 g mol⁻¹
Lowest unoccupied orbital energy: 0.049 eV

Least stable of them? <R>.

<P>
Below is the molecule C3H4O3, with properties calculated with the ωB97M-V functional and the def2-TZVPD basis.

Element x y z (Å)
1 O -0.3369 -0.8673 1.3623
2 O 1.4920 1.7809 0.4258
3 O -0.5899 -1.6713 -1.1524
4 C 0.5488 1.2764 0.9796
5 C -0.0481 -0.0478 0.5150
6 C -0.2224 -0.3424 -0.9544
7 H -0.6804 -2.0621 -0.2679
8 H -0.9996 0.3436 -1.3344
9 H 0.1034 1.6732 1.9096
10 H 0.7054 -0.1001 -1.4898

Calculated values
M: 88.062 g mol⁻¹
Lowest unoccupied orbital energy: -0.591 eV

<Q>
Below is the molecule C3H4O3, with properties calculated with the ωB97M-V functional and the def2-TZVPD basis.

Element x y z (Å)
1 O 0.4404 1.2539 0.2002
2 O 0.5592 -1.0147 0.2399
3 O 2.2266 0.1497 -0.6805
4 C 1.1665 0.0907 -0.1458
5 C -0.8228 -1.0173 0.6307
6 C -0.1388 2.0029 -0.7180
7 H 0.0685 1.4944 -1.6994
8 H -1.4331 -1.2376 -0.2496
9 H -0.9226 -1.8184 1.3611
10 H -1.1242 -0.0668 1.0718

Calculated values
M: 88.062 g mol⁻¹
Lowest unoccupied orbital energy: 0.040 eV

<R>
Below is the molecule C3H4O3, with properties calculated with the ωB97M-V functional and the def2-TZVPD basis.

Element x y z (Å)
1 O 0.7507 -0.6652 0.7757
2 O -1.7960 1.4246 -0.8640
3 O 0.1569 0.4768 -1.2260
4 C -0.9627 0.5965 -0.4837
5 C -0.7346 -0.3995 0.7337
6 C 1.1065 -0.0563 -0.3945
7 H 1.7528 -0.7054 -1.0018
8 H 1.8209 0.6611 -0.0335
9 H -1.1621 -1.3715 0.7660
10 H -0.9324 0.0388 1.7280

Calculated values
M: 88.062 g mol⁻¹
Lowest unoccupied orbital energy: 0.721 eV

Least stable of them? <Q>.